a | {"formula": "C17H21N5O2S", "method": "wB97M-V/def2-TZVPD", "orbital_gap_ha": 0.3293, "homo_ev": -8.361, "smiles": "Cc1cccc(C(=O)N[C@H](C)/C=C/C(=O)N[C@H](C)c2nncs2)c1N", "symbols": ["C", "C", "C", "C", "C", "C", "C", "O", "N", "C", "C", "C", "C", "C", "O", "N", "C", "C", "C", "N", "N", "C", "S", "C", "N", "H", "H", "H", "H", "H", "H", "H", "H", "H", "H", "H", "H", "H", "H", "H", "H", "H", "H", "H", "H", "H"], "xyz": [[5.681, -0.109, -4.024], [4.744, 0.739, -3.208], [4.682, 2.110, -3.415], [3.812, 2.915, -2.696], [2.979, 2.331, -1.759], [3.033, 0.962, -1.513], [2.107, 0.366, -0.490], [2.461, -0.414, 0.373], [0.814, 0.797, -0.604], [-0.279, 0.283, 0.225], [-0.068, 0.581, 1.708], [-0.481, -1.186, -0.022], [-1.630, -1.716, -0.418], [-1.753, -3.182, -0.638], [-0.807, -3.951, -0.597], [-3.018, -3.617, -0.910], [-3.303, -5.041, -1.006], [-4.567, -5.272, -1.817], [-3.408, -5.644, 0.375], [-4.534, -5.783, 0.998], [-4.392, -6.303, 2.252], [-3.152, -6.546, 2.534], [-2.042, -6.141, 1.296], [3.940, 0.156, -2.215], [3.996, -1.225, -1.968], [6.436, -0.597, -3.402], [5.145, -0.892, -4.566], [6.207, 0.500, -4.757], [5.322, 2.551, -4.170], [3.781, 3.982, -2.870], [2.292, 2.941, -1.187], [0.566, 1.274, -1.454], [-1.172, 0.815, -0.109], [-0.955, 0.287, 2.270], [0.792, 0.037, 2.091], [0.100, 1.649, 1.852], [0.373, -1.835, 0.143], [-2.508, -1.098, -0.585], [-3.794, -3.000, -0.726], [-2.444, -5.484, -1.509], [-4.763, -6.338, -1.916], [-5.431, -4.825, -1.325], [-4.449, -4.839, -2.809], [-2.846, -6.961, 3.482], [3.119, -1.709, -2.101], [4.690, -1.683, -2.538]]}



b | {"formula": "C17H21N5O2S", "method": "wB97M-V/def2-TZVPD", "orbital_gap_ha": 0.2956, "homo_ev": -8.510, "smiles": "C[N+](C)([O-])c1ccnc2sc3c(=O)n(N4CCCCCC4)cnc3c12", "symbols": ["O", "O", "N", "N", "S", "C", "C", "C", "C", "C", "C", "C", "C", "C", "N", "N", "C", "C", "C", "C", "C", "C", "C", "C", "N", "H", "H", "H", "H", "H", "H", "H", "H", "H", "H", "H", "H", "H", "H", "H", "H", "H", "H", "H", "H", "H"], "xyz": [[0.265, -3.117, 0.754], [3.659, 3.677, -2.412], [0.823, 0.759, -0.108], [4.632, -1.253, -2.512], [2.932, -2.440, -0.692], [0.474, -1.861, 0.623], [-0.137, 0.473, 0.726], [1.609, -1.459, -0.084], [1.768, -0.160, -0.470], [5.061, -0.166, -3.127], [3.590, -1.083, -1.639], [4.498, 1.132, -2.919], [2.931, 0.101, -1.379], [3.442, 1.274, -2.054], [-0.447, -0.883, 0.906], [-1.804, -1.194, 1.309], [-2.682, -1.723, 0.208], [-1.994, -1.853, 2.640], [-3.956, -0.944, 0.192], [-3.193, -1.348, 3.437], [-4.781, -1.290, 1.510], [-4.250, -0.487, 2.736], [2.938, 3.157, -0.428], [1.523, 2.696, -2.520], [2.922, 2.722, -1.882], [-0.705, 1.381, 0.993], [5.809, -0.377, -3.855], [4.847, 1.983, -3.471], [-2.067, -1.510, -0.711], [-2.773, -2.812, 0.379], [-2.127, -2.870, 2.374], [-1.048, -1.766, 3.277], [-3.718, 0.098, 0.172], [-4.469, -1.219, -0.748], [-3.615, -2.204, 3.877], [-2.938, -0.621, 4.312], [-4.801, -2.370, 1.602], [-5.685, -0.809, 1.501], [-3.854, 0.459, 2.297], [-5.079, -0.165, 3.385], [4.019, 3.238, -0.206], [2.336, 4.167, -0.305], [2.496, 2.370, 0.197], [1.080, 3.667, -2.233], [1.598, 2.684, -3.592], [0.874, 1.952, -2.062]]}



Least stable structure: b



a | {"formula": "H6O2S2", "method": "wB97M-V/def2-TZVPD", "orbital_gap_ha": 0.3216, "homo_ev": -8.702, "smiles": "SS.O.O", "symbols": ["S", "S", "H", "H", "H", "H", "O", "H", "H", "O"], "xyz": [[-3.353, 1.175, 0.329], [-1.494, 0.140, 0.745], [-2.897, 2.142, -0.534], [-2.014, -0.714, 1.649], [1.802, 1.118, 0.315], [2.989, 1.461, -0.616], [2.353, 0.787, -0.468], [0.305, -2.651, -0.439], [1.286, -1.373, -0.765], [1.023, -2.085, -0.216]]}



b | {"formula": "H6O2S2", "method": "wB97M-V/def2-TZVPD", "orbital_gap_ha": 0.3094, "homo_ev": -8.183, "smiles": "SS.O.O", "symbols": ["S", "S", "H", "H", "H", "H", "O", "H", "H", "O"], "xyz": [[-0.909, 0.249, -0.413], [-1.388, -0.892, 1.081], [-0.178, 1.346, -0.139], [-0.519, -1.333, 1.980], [1.510, 2.210, -1.356], [2.935, 1.783, -1.796], [2.483, 2.153, -1.081], [2.021, -0.610, -0.307], [1.560, -1.649, 0.547], [1.194, -1.085, -0.122]]}



Least stable structure: b



a | {"formula": "C2H3NO4", "method": "wB97M-V/def2-TZVPD", "orbital_gap_ha": 0.3918, "homo_ev": -10.652, "smiles": "O=C(O)NC(=O)O", "symbols": ["N", "C", "C", "O", "O", "O", "O", "H", "H", "H"], "xyz": [[-0.253, 0.552, -0.508], [-0.791, -0.488, 0.108], [1.263, 0.434, 0.260], [-2.106, -0.621, 0.312], [2.068, -0.397, -0.398], [0.033, -1.146, 0.795], [1.602, 1.349, 0.939], [1.550, -1.166, -0.694], [-2.611, 0.075, -0.132], [-0.756, 1.408, -0.683]]}



b | {"formula": "C2H3NO4", "method": "wB97M-V/def2-TZVPD", "orbital_gap_ha": 0.4235, "homo_ev": -11.574, "smiles": "O=COC[N+](=O)[O-]", "symbols": ["C", "C", "N", "O", "O", "O", "O", "H", "H", "H"], "xyz": [[1.123, -0.032, -1.070], [-0.738, 0.108, 0.444], [-1.725, 1.224, 0.219], [0.535, 0.529, -0.004], [-2.703, 0.952, -0.424], [-1.457, 2.283, 0.715], [0.740, -0.941, -1.738], [2.076, 0.504, -1.212], [-1.081, -0.775, -0.110], [-0.676, -0.076, 1.521]]}



Least stable structure: b